Record 1
Below is a molecular structure, C33H43As3Br3N3O4S2V at a distorted geometry, with properties calculated with wB97M-V/def2-TZVPD.

The geometry in ORCA input format:
```
! wB97M-V def2-TZVPD RIJCOSX def2/J DEFGRID3
* xyz -2 4
V 1.119 -0.958 -0.458
Br 4.411 0.437 -4.047
C 3.980 0.308 -2.215
Br 0.884 1.174 -1.630
H 4.195 1.180 -1.620
H 4.145 -0.673 -1.800
O 3.854 -0.636 1.463
S 3.961 -1.923 0.839
O 5.252 -2.235 0.264
N 2.763 -2.126 -0.219
C 2.858 -3.189 -1.141
C 3.691 -4.281 -1.072
C 3.632 -5.286 -2.067
C 2.760 -5.214 -3.112
C 1.898 -4.095 -3.222
C 0.940 -3.935 -4.253
C 0.151 -2.827 -4.269
C 0.301 -1.851 -3.258
N 1.175 -1.970 -2.293
C 1.965 -3.078 -2.258
C 3.622 -3.142 2.085
C 4.664 -3.583 2.892
C 4.402 -4.510 3.889
C 3.112 -4.996 4.066
C 2.080 -4.547 3.254
C 2.325 -3.612 2.257
H 4.394 -4.383 -0.261
H 4.298 -6.136 -1.981
H 2.717 -5.995 -3.862
H 0.835 -4.710 -5.005
H -0.607 -2.683 -5.028
H -0.323 -0.968 -3.222
H 5.663 -3.202 2.724
H 5.204 -4.850 4.534
H 2.911 -5.724 4.843
H 1.073 -4.917 3.396
H 1.519 -3.247 1.626
C -4.589 0.825 -3.566
As -2.892 0.885 -2.551
C -1.866 1.433 -4.138
C -3.032 2.746 -1.886
C -3.852 3.019 -0.611
C -5.128 2.166 -0.614
C -3.087 2.737 0.692
As -1.911 1.123 0.925
C -3.329 -0.124 1.488
C -1.506 1.683 2.777
C -4.306 4.497 -0.600
As -3.122 6.064 -0.827
C -2.630 5.954 -2.726
C -1.360 5.568 -0.126
H -4.845 1.807 -3.972
H -5.410 0.461 -2.950
H -4.446 0.128 -4.394
H -2.397 2.225 -4.673
H -1.735 0.578 -4.803
H -0.883 1.780 -3.826
H -3.441 3.330 -2.717
H -1.992 3.049 -1.738
H -4.888 1.103 -0.551
H -5.713 2.335 -1.523
H -5.754 2.419 0.247
H -3.810 2.766 1.517
H -2.373 3.543 0.868
H -4.082 0.384 2.100
H -2.845 -0.916 2.058
H -3.791 -0.588 0.617
H -2.411 2.024 3.287
H -0.756 2.474 2.769
H -1.096 0.826 3.312
H -4.823 4.686 0.346
H -5.057 4.659 -1.386
H -3.527 5.905 -3.343
H -1.996 5.096 -2.940
H -2.089 6.867 -2.978
H -1.379 5.500 0.960
H -0.686 6.379 -0.406
H -0.976 4.635 -0.536
S -0.759 -2.035 -0.169
Br 3.499 1.739 7.029
C 2.562 0.649 5.774
C 2.052 -0.567 6.192
N 1.385 -1.375 5.373
C 1.222 -0.975 4.107
C 1.696 0.235 3.613
C 2.384 1.071 4.471
C 1.502 0.644 2.150
O 1.745 1.805 1.851
O 1.080 -0.322 1.433
H 2.181 -0.894 7.218
H 0.672 -1.631 3.442
H 2.764 2.012 4.095
*
```

As for the highest occupied orbital energy (alpha / beta): -0.73 / -1.29 eV. As for the energy above the lowest of the compared OMol25 structures with the same formula, charge and spin: 18.0 kcal per mole. For the LUMO energy (alpha / beta), the calculation gives 3.8 / 3.8 eV. The gap between HOMO and LUMO (alpha / beta) comes out at 4.56 / 5.13 eV.

Record 2
Below is a molecular structure, C33H43AsN4PdS4Sb, with properties calculated with wB97M-V/def2-TZVPD.

The geometry in ORCA input format:
```
! wB97M-V def2-TZVPD RIJCOSX def2/J DEFGRID3
* xyz -2 2
Pd -0.015 -0.835 0.787
S -0.268 2.260 4.071
Sb 0.894 0.266 3.548
S 1.726 0.704 1.262
S -0.881 -1.270 2.971
C -2.836 6.216 -1.219
C -1.883 5.336 -0.418
C -1.648 3.979 -1.072
C -0.836 3.037 -0.190
N -1.554 2.576 0.983
C -2.560 1.676 0.979
S -3.347 1.108 -0.429
N -2.901 1.259 2.204
C -3.924 0.281 2.487
C -5.296 0.911 2.713
C -5.291 2.011 3.767
C -6.691 2.519 4.090
H -2.945 7.210 -0.777
H -3.827 5.759 -1.270
H -2.480 6.343 -2.245
H -2.286 5.171 0.585
H -0.925 5.850 -0.283
H -1.112 4.110 -2.020
H -2.605 3.512 -1.310
H 0.023 3.584 0.207
H -0.434 2.199 -0.757
H -0.995 2.555 1.847
H -2.237 1.479 2.954
H -3.597 -0.269 3.371
H -3.973 -0.427 1.660
H -5.993 0.120 3.019
H -5.661 1.309 1.761
H -4.668 2.837 3.416
H -4.809 1.641 4.678
H -7.187 2.885 3.187
H -6.668 3.336 4.814
H -7.313 1.720 4.504
C -1.841 -1.832 -6.223
C -2.638 -1.531 -5.125
C -2.063 -1.053 -3.958
C -0.683 -0.880 -3.861
C 0.107 -1.176 -4.966
C -0.469 -1.649 -6.140
As -0.005 -0.185 -2.116
C -0.198 -1.931 -1.247
C -1.334 -2.453 -0.624
C -1.343 -3.800 -0.240
C -0.262 -4.615 -0.500
C 0.876 -4.097 -1.122
C 0.923 -2.766 -1.477
C 2.078 -2.078 -2.080
C 3.340 -2.629 -2.279
C 4.358 -1.853 -2.820
C 4.130 -0.523 -3.148
C 2.870 0.034 -2.947
C 1.847 -0.741 -2.428
H -2.288 -2.208 -7.136
H -3.712 -1.667 -5.180
H -2.692 -0.807 -3.107
H 1.182 -1.051 -4.912
H 0.162 -1.881 -6.991
H -2.213 -1.834 -0.476
H -2.208 -4.197 0.277
H -0.278 -5.651 -0.188
H 1.734 -4.737 -1.287
H 3.537 -3.655 -1.991
H 5.342 -2.284 -2.963
H 4.935 0.084 -3.546
H 2.693 1.076 -3.185
N 2.169 -3.728 1.670
C 2.976 -2.913 1.835
N 3.908 -2.001 2.038
C 4.234 -1.503 3.364
C 5.736 -1.643 3.593
C 6.513 -0.951 2.470
C 6.084 -1.480 1.101
C 4.577 -1.323 0.936
H 3.647 -2.044 4.103
H 3.934 -0.451 3.420
H 5.996 -2.707 3.616
H 6.002 -1.215 4.563
H 7.590 -1.075 2.616
H 6.305 0.124 2.510
H 6.350 -2.540 1.016
H 6.600 -0.943 0.300
H 4.212 -1.727 -0.003
H 4.284 -0.269 0.962
*
```

As for the highest occupied orbital energy (alpha / beta): -0.82 / -0.77 eV. As for the energy above the lowest of the compared OMol25 structures with the same formula, charge and spin: 0.0 kcal per mole. For the LUMO energy (alpha / beta), the calculation gives 4.2 / 4.2 eV. The gap between HOMO and LUMO (alpha / beta) comes out at 5.07 / 5.01 eV.

Record 3
Below is a molecular structure, C33H43AsN4PdS4Sb, with properties calculated with wB97M-V/def2-TZVPD.

The geometry in ORCA input format:
```
! wB97M-V def2-TZVPD RIJCOSX def2/J DEFGRID3
* xyz -2 2
Pd -0.775 0.599 -0.663
S -4.502 2.488 -2.493
Sb -3.074 2.380 -0.657
S -3.980 0.653 0.841
S -2.325 -0.652 0.567
C 4.894 -2.602 -4.002
C 3.486 -2.042 -3.842
C 3.418 -0.877 -2.861
C 2.045 -0.204 -2.819
N 1.030 -1.000 -2.161
C 0.858 -0.987 -0.758
S 2.037 -0.236 0.278
N 0.272 -2.232 -0.381
C 0.222 -2.624 1.025
C 1.080 -3.857 1.279
C 0.607 -5.093 0.522
C 1.377 -6.351 0.905
H 4.923 -3.449 -4.692
H 5.290 -2.941 -3.042
H 5.579 -1.839 -4.381
H 2.824 -2.845 -3.499
H 3.099 -1.725 -4.817
H 4.186 -0.137 -3.118
H 3.649 -1.222 -1.849
H 1.701 -0.004 -3.842
H 2.096 0.758 -2.318
H 0.936 -1.940 -2.520
H -0.635 -2.327 -0.824
H -0.815 -2.811 1.313
H 0.574 -1.793 1.634
H 1.095 -4.074 2.355
H 2.110 -3.621 0.991
H 0.709 -4.909 -0.550
H -0.463 -5.239 0.704
H 2.449 -6.213 0.742
H 1.063 -7.222 0.325
H 1.238 -6.590 1.963
C 3.450 2.161 5.923
C 2.745 0.972 6.062
C 1.756 0.643 5.146
C 1.434 1.497 4.093
C 2.150 2.683 3.961
C 3.150 3.011 4.868
As -0.002 0.886 2.869
C -1.424 1.615 4.014
C -2.033 0.983 5.086
C -3.063 1.615 5.770
C -3.493 2.873 5.369
C -2.897 3.505 4.287
C -1.857 2.878 3.607
C -1.136 3.421 2.439
C -1.363 4.676 1.884
C -0.629 5.087 0.782
C 0.322 4.242 0.229
C 0.552 2.984 0.773
C -0.167 2.572 1.885
H 4.231 2.419 6.628
H 2.974 0.295 6.877
H 1.228 -0.299 5.258
H 1.922 3.357 3.144
H 3.698 3.939 4.749
H -1.726 -0.014 5.384
H -3.546 1.115 6.602
H -4.313 3.357 5.887
H -3.259 4.473 3.966
H -2.129 5.322 2.295
H -0.826 6.053 0.332
H 0.858 4.534 -0.666
H 1.285 2.329 0.317
N -0.173 1.964 -2.648
C -0.879 1.067 -2.944
N -1.563 0.235 -3.722
C -2.261 -0.957 -3.259
C -3.700 -0.969 -3.752
C -3.777 -0.739 -5.258
C -3.037 0.542 -5.639
C -1.595 0.479 -5.153
H -2.214 -0.981 -2.170
H -1.719 -1.835 -3.652
H -4.241 -0.174 -3.232
H -4.159 -1.923 -3.477
H -4.821 -0.677 -5.576
H -3.329 -1.588 -5.796
H -3.527 1.395 -5.160
H -3.051 0.697 -6.723
H -1.055 1.403 -5.355
H -1.068 -0.344 -5.662
*
```

As for the highest occupied orbital energy (alpha / beta): 0.42 / -0.96 eV. As for the energy above the lowest of the compared OMol25 structures with the same formula, charge and spin: 43.9 kcal per mole. For the LUMO energy (alpha / beta), the calculation gives 4.3 / 4.3 eV. The gap between HOMO and LUMO (alpha / beta) comes out at 3.89 / 5.24 eV.

Record 4
Below is a molecular structure, C33H43IrO7PS2Si, with properties calculated with wB97M-V/def2-TZVPD.

The geometry in ORCA input format:
```
! wB97M-V def2-TZVPD RIJCOSX def2/J DEFGRID3
* xyz -1 5
Ir -0.875 1.828 0.483
O 3.483 1.801 0.420
C 2.332 2.087 0.110
O 1.303 1.441 0.533
C 2.124 3.232 -0.862
C 3.130 3.406 -1.814
C 3.066 4.405 -2.768
C 1.988 5.282 -2.762
C 0.995 5.141 -1.810
C 1.038 4.116 -0.857
S -0.316 4.090 0.281
H 3.972 2.728 -1.773
H 3.853 4.507 -3.505
H 1.920 6.076 -3.495
H 0.153 5.822 -1.795
C 1.891 -1.768 0.251
C 0.514 -2.410 0.157
C 0.042 -2.898 1.520
C 0.514 -3.556 -0.848
O -0.433 -1.403 -0.234
Si -0.706 -0.766 -1.714
S -1.789 1.033 -1.510
O -1.530 -1.799 -2.694
C -2.870 -2.298 -2.624
C -3.358 -2.363 -1.180
C -2.822 -3.694 -3.229
C -3.761 -1.381 -3.453
O 0.740 -0.531 -2.426
C 1.157 -0.328 -3.775
C 0.177 0.596 -4.488
C 2.531 0.320 -3.684
C 1.235 -1.680 -4.471
H 2.606 -2.482 0.667
H 1.859 -0.878 0.880
H 2.236 -1.450 -0.733
H 0.724 -3.656 1.911
H -0.959 -3.327 1.446
H -0.002 -2.066 2.225
H 1.212 -4.330 -0.521
H 0.819 -3.213 -1.838
H -0.482 -3.998 -0.928
H -2.665 -2.942 -0.567
H -4.340 -2.840 -1.146
H -3.441 -1.364 -0.748
H -2.198 -4.351 -2.621
H -2.399 -3.649 -4.234
H -3.825 -4.121 -3.289
H -3.756 -0.374 -3.038
H -4.789 -1.751 -3.464
H -3.394 -1.337 -4.481
H 0.094 1.541 -3.951
H -0.815 0.141 -4.544
H 0.526 0.797 -5.504
H 2.453 1.303 -3.220
H 2.972 0.430 -4.677
H 3.191 -0.295 -3.069
H 0.258 -2.165 -4.466
H 1.950 -2.326 -3.955
H 1.565 -1.555 -5.504
O -3.380 3.729 3.536
C -2.516 3.131 2.918
O -2.617 2.680 1.713
C -1.162 2.865 3.594
P -0.483 1.331 2.878
C -1.511 0.054 3.669
C -1.241 -0.471 4.931
C -2.086 -1.421 5.486
C -3.212 -1.844 4.792
C -3.494 -1.312 3.542
C -2.645 -0.371 2.978
C 1.194 1.126 3.530
C 1.727 -0.137 3.772
C 3.059 -0.282 4.131
C 3.876 0.833 4.236
C 3.358 2.094 3.978
C 2.026 2.240 3.624
H -1.281 2.799 4.675
H -0.503 3.700 3.348
H -0.371 -0.140 5.483
H -1.865 -1.829 6.465
H -3.870 -2.585 5.228
H -4.374 -1.631 2.999
H -2.858 0.043 1.999
H 1.107 -1.019 3.667
H 3.460 -1.272 4.310
H 4.920 0.719 4.498
H 3.997 2.965 4.021
H 1.648 3.225 3.383
*
```

As for the highest occupied orbital energy (alpha / beta): -4.44 / -5.44 eV. As for the energy above the lowest of the compared OMol25 structures with the same formula, charge and spin: 0.0 kcal per mole. For the LUMO energy (alpha / beta), the calculation gives 2.5 / 1.3 eV. The gap between HOMO and LUMO (alpha / beta) comes out at 6.93 / 6.72 eV.